{"formula": "C18H42ClN3O8S", "method": "ωB97M-V/def2-TZVPD", "symbols": ["C", "C", "C", "O", "S", "O", "O", "O", "C", "C", "C", "O", "Cl", "H", "H", "H", "H", "H", "H", "H", "H", "H", "C", "C", "C", "O", "C", "N", "H", "H", "H", "H", "H", "H", "H", "H", "H", "H", "H", "C", "C", "C", "O", "C", "N", "H", "H", "H", "H", "H", "H", "H", "H", "H", "H", "H", "C", "C", "C", "O", "C", "N", "H", "H", "H", "H", "H", "H", "H", "H", "H", "H", "H"], "coordinates": [[-1.5156, -8.5534, -4.2898], [-0.4558, -7.8884, -3.4062], [-1.0107, -7.6203, -2.0260], [-0.2089, -8.0457, -0.8865], [-1.1197, -7.6893, 0.3865], [-0.2993, -7.1746, 1.4223], [-2.0303, -8.7537, 0.6192], [-1.9183, -6.4549, -0.2912], [-1.3999, -6.2159, -1.6114], [-0.2213, -5.2579, -1.5104], [-0.4961, -3.9943, -0.7374], [0.3032, -3.4332, -0.0734], [-2.1389, -3.3651, -0.9102], [-1.1959, -8.6119, -5.3246], [-1.7152, -9.5492, -3.8965], [-2.4578, -8.0077, -4.2238], [-0.0862, -6.9735, -3.8684], [0.3801, -8.5804, -3.3056], [-1.9413, -8.1886, -1.9227], [-2.1283, -5.8472, -2.3308], [0.1334, -4.9777, -2.5035], [0.6106, -5.7317, -0.9910], [2.0725, 1.5156, -0.1387], [0.8159, 1.7735, -0.9646], [0.1383, 0.5017, -1.4895], [0.7898, -0.1142, -2.5842], [1.8870, -0.9378, -2.2371], [1.1341, 2.7122, -2.0449], [2.9308, 1.2812, -0.7693], [2.3314, 2.3989, 0.4413], [1.9226, 0.6904, 0.5614], [0.0889, 2.2598, -0.3059], [-0.8539, 0.7772, -1.8586], [-0.0099, -0.2279, -0.6811], [1.7112, -1.4535, -1.2886], [2.8148, -0.3645, -2.1717], [2.0058, -1.6810, -3.0266], [0.2719, 2.9699, -2.5189], [1.6635, 2.1972, -2.7431], [4.6166, 4.6414, 5.0552], [3.3578, 4.8836, 4.2282], [2.7117, 3.6027, 3.6853], [3.3789, 3.0165, 2.5869], [4.4983, 2.2142, 2.9066], [3.6632, 5.8495, 3.1700], [5.4807, 4.4353, 4.4240], [4.8520, 5.5285, 5.6419], [4.4854, 3.8046, 5.7439], [2.6163, 5.3440, 4.8883], [1.7162, 3.8592, 3.3126], [2.5758, 2.8613, 4.4847], [4.3518, 1.6838, 3.8522], [5.4180, 2.8015, 2.9597], [4.6107, 1.4822, 2.1067], [2.8067, 6.1137, 2.6927], [4.2139, 5.3741, 2.4605], [-4.1119, 2.6047, -0.6371], [-2.9577, 3.4583, -0.1209], [-3.3181, 4.3333, 1.0863], [-4.0910, 5.4762, 0.7849], [-5.4806, 5.2548, 0.6448], [-2.4137, 4.2487, -1.2302], [-4.8149, 3.1904, -1.2288], [-3.7301, 1.8136, -1.2822], [-4.6579, 2.1363, 0.1840], [-2.1734, 2.7726, 0.2148], [-2.3883, 4.7187, 1.5129], [-3.8097, 3.7384, 1.8684], [-5.8312, 4.4781, 1.3311], [-5.7480, 4.9788, -0.3781], [-5.9850, 6.1896, 0.8867], [-1.5738, 4.7269, -0.9151], [-3.0711, 5.0004, -1.4197]], "mulliken_charge": [-1.2927, -0.5706, -0.1687, -0.4875, 1.1528, -0.5487, -0.5685, -0.3551, -0.0256, -0.5692, 0.4768, -0.4635, -0.2090, 0.3867, 0.3534, 0.3403, 0.3623, 0.3054, 0.5602, 0.5921, 0.4456, 0.2813, -1.6457, 1.1210, -0.4705, -0.5066, -0.6184, -0.7659, 0.2500, 0.2859, 0.3316, 0.0148, 0.1750, 0.3805, 0.2540, 0.2511, 0.2776, 0.2961, 0.3239, -1.4019, 0.3705, -0.7638, -0.1979, -0.7827, -0.7279, 0.2927, 0.3508, 0.3398, 0.3926, 0.3163, 0.4076, 0.3505, 0.2490, 0.2471, 0.2716, 0.3151, -1.5726, 0.8926, -0.8483, -0.4089, -0.6370, -0.6543, 0.2941, 0.3396, 0.3681, 0.1126, 0.2839, 0.4468, 0.2958, 0.2288, 0.2680, 0.2993, 0.3093], "largest_force_ev_per_a": 1.0, "homo_ev": -8.98, "lumo_energy_ev": 0.33, "spin_multiplicity": 1, "homo_lumo_gap_ev": 9.3100}


{"formula": "C18H42ClN6O10", "method": "ωB97M-V/def2-TZVPD", "symbols": ["Cl", "O", "O", "O", "O", "C", "O", "N", "C", "C", "H", "H", "H", "H", "H", "H", "H", "C", "O", "N", "C", "C", "H", "H", "H", "H", "H", "H", "H", "C", "O", "N", "C", "C", "H", "H", "H", "H", "H", "H", "H", "C", "O", "N", "C", "C", "H", "H", "H", "H", "H", "H", "H", "C", "O", "N", "C", "C", "H", "H", "H", "H", "H", "H", "H", "C", "O", "N", "C", "C", "H", "H", "H", "H", "H", "H", "H"], "coordinates": [[1.0212, 1.1421, 0.5027], [0.4707, -0.1816, 0.2898], [2.1664, 1.0254, 1.4114], [1.4484, 1.6818, -0.8030], [0.0397, 1.9746, 1.1266], [-2.6519, -0.7606, 0.8529], [-3.2242, -0.9641, -0.2339], [-2.7596, -1.6743, 1.9189], [-2.0618, -1.4778, 3.1710], [-3.6100, -2.8586, 1.7896], [-1.9951, 0.0910, 1.0886], [-2.6388, -1.1531, 4.0369], [-1.2298, -0.7821, 3.0622], [-1.6347, -2.4261, 3.4972], [-4.4512, -2.8257, 2.4821], [-4.0700, -2.9208, 0.8034], [-3.0994, -3.7938, 2.0191], [-2.3701, -4.3279, -1.2422], [-2.7867, -3.2638, -1.6896], [-1.2113, -4.4646, -0.6348], [-0.7988, -5.7269, 0.0530], [-0.4259, -3.2093, -0.4369], [-2.8599, -5.3082, -1.3490], [-1.1246, -5.6387, 1.0894], [0.2775, -5.8989, 0.0642], [-1.2927, -6.5795, -0.4130], [-0.8324, -2.3190, -0.9167], [-0.3188, -3.1033, 0.6427], [0.6284, -3.3292, -0.6862], [3.1874, -2.1340, -0.6181], [2.7887, -2.6531, -1.6568], [4.0494, -2.8303, 0.2085], [4.6224, -2.1938, 1.4177], [4.5147, -4.2278, -0.1907], [2.7817, -1.2042, -0.1901], [4.5068, -2.7107, 2.3703], [4.2857, -1.1576, 1.4512], [5.6975, -2.1061, 1.2604], [4.0527, -5.0034, 0.4202], [4.2917, -4.5594, -1.2048], [5.6024, -4.2123, -0.1203], [-2.4160, 1.9642, -1.5192], [-2.8577, 0.9890, -2.1020], [-2.9329, 3.1850, -1.6536], [-4.0673, 3.3645, -2.5406], [-2.3494, 4.3249, -1.0875], [-1.4823, 1.9379, -0.9364], [-4.6706, 4.1474, -2.0810], [-4.5686, 2.4028, -2.6494], [-3.7291, 3.6608, -3.5336], [-2.2663, 5.0169, -1.9255], [-2.8740, 4.7595, -0.2366], [-1.3465, 4.0971, -0.7262], [-0.3337, -1.1343, -3.3820], [-1.5502, -1.1985, -3.0614], [0.2575, -0.0397, -3.9312], [1.7136, -0.0293, -3.9488], [-0.4380, 1.1641, -4.4368], [0.3876, -1.9264, -3.1281], [2.0280, 0.9074, -3.4887], [2.0749, -0.0689, -4.9764], [2.1745, -0.8251, -3.3637], [-0.0113, 1.5784, -5.3502], [-1.4869, 0.9728, -4.6633], [-0.5298, 2.0084, -3.7536], [0.3532, 5.6463, 3.4505], [-0.4051, 5.9604, 4.4188], [1.6766, 5.3637, 3.6054], [2.3798, 4.5579, 2.5805], [2.4847, 5.6220, 4.8383], [-0.0327, 5.5053, 2.4290], [1.7254, 4.2238, 1.7753], [2.7935, 3.6932, 3.0993], [3.1904, 5.1800, 2.2011], [2.7998, 4.6882, 5.3040], [3.3411, 6.2005, 4.4918], [1.9818, 6.1656, 5.6380]], "mulliken_charge": [1.6584, -0.4301, -0.7228, -0.7027, -0.6578, 0.2398, -0.5758, 0.2756, -0.9528, -0.9705, 0.1848, 0.3187, 0.2341, 0.3350, 0.4021, 0.2346, 0.2396, -0.1217, -0.3938, 0.4129, -0.8849, -0.4762, 0.1968, 0.3214, 0.2444, 0.2939, -0.4041, 0.3325, 0.3811, 0.6740, -0.6497, 0.1445, -0.8802, -0.9887, -0.1409, 0.3007, 0.2293, 0.3482, 0.2972, 0.2896, 0.3508, 0.7354, -0.6146, 0.1429, -1.0643, -0.8759, -0.1605, 0.4118, 0.2627, 0.2956, 0.3879, 0.2708, 0.2235, 0.0375, -0.5404, 0.2511, -0.7592, -0.9933, 0.3492, 0.2933, 0.3163, 0.0761, 0.4025, 0.3201, 0.2625, 0.2073, -0.6630, 0.1100, -0.7862, -0.9050, 0.3017, 0.1799, 0.3064, 0.2958, 0.3093, 0.3134, 0.3120], "charge": -1, "largest_force_ev_per_a": 4.3, "homo_ev": -5.54, "lumo_energy_ev": 2.53, "spin_multiplicity": 1, "homo_lumo_gap_ev": 8.0696}